# C7H6N2O2

An isolated molecule of C7H6N2O2 at a distorted geometry (the ωB97M-V functional and the def2-TZVPD basis, the OMol25 dataset).

Values from the calculation:
Energy relative to the best compared isomer or geometry (same formula, charge and spin) in eV: 5.097
Maximum force in eV/Å: 4.75
Orbital gap in eV: 9.16
Total charge: 0
SMILES: O=[N+]([O-])[C@@H]1C=Cn2cccc21
LUMO level in eV: 0.333
Calculated total energy in Ha: -530.1837

Last columns: bonded neighbours and bond lengths (Å).
Cartesian coordinates (Å):
1 C -0.43 1.69 0.22  C5 1.337, N6 1.382, H13 1.076
2 O 3.25 -0.80 -0.48  N4 1.208
3 C 1.34 0.42 -0.72  N4 1.464, C5 1.498, C10 1.770, H11 1.087
4 N 2.38 -0.19 0.11  O2 1.208, C3 1.464, O9 1.206
5 C 0.82 1.74 -0.24  C1 1.337, C3 1.498, H16 1.075
6 N -0.97 0.42 0.15  C1 1.382, C10 1.361, C14 1.360
7 H -0.25 -2.69 -0.60  C12 1.072
8 H -2.66 -2.32 0.51  C15 1.072
9 O 2.30 -0.07 1.30  N4 1.206
10 C -0.12 -0.51 -0.36  C3 1.770, N6 1.361, C12 1.353
11 H 1.60 0.34 -1.77  C3 1.087
12 C -0.66 -1.75 -0.28  H7 1.072, C10 1.353, C15 1.422
13 H -1.02 2.50 0.62  C1 1.076
14 C -2.11 -0.21 0.55  N6 1.360, C15 1.370, H17 1.073
15 C -1.95 -1.54 0.30  H8 1.072, C12 1.422, C14 1.370
16 H 1.43 2.63 -0.28  C5 1.075
17 H -2.94 0.33 0.96  C14 1.073